No. 1
Formula: C2H3NO2S
Source: the OMol25 dataset
Level of theory: ωB97M-V/def2-TZVPD

Structure (ORCA input):
```
! RIJCOSX wB97M-V def2-TZVPD def2/J DEFGRID3
* xyz 0 1
O -1.827 -1.414 -1.161
C -1.958 -0.504 -0.333
S -0.900 0.522 0.580
C 0.715 0.036 -0.145
N 1.726 0.334 0.643
O 2.878 0.428 -0.124
H -2.963 -0.244 -0.094
H 0.666 -0.479 -1.069
H 3.657 0.731 0.526
*
```

**Relative energy (zero: lowest compared OMol25 entry of this formula, charge and spin)**: 3.542 eV
**SMILES**: O=CS/C=N/O
**Gap between HOMO and LUMO**: 9.7490 eV
**HOMO energy**: -9.495 eV
**Energy**: -681.32916 Ha

=====

No. 2
Formula: C2H3NO2S
Source: the OMol25 dataset
Level of theory: ωB97M-V/def2-TZVPD

Structure (ORCA input):
```
! RIJCOSX wB97M-V def2-TZVPD def2/J DEFGRID3
* xyz 0 1
O 1.246 -1.578 1.018
C 0.774 -0.559 1.461
C -0.238 0.409 0.401
S -0.894 1.760 0.943
N -0.104 -0.110 -0.799
O -0.943 0.150 -1.813
H 0.829 0.140 2.328
H 0.430 -1.093 -0.807
H -1.347 0.887 -1.475
*
```

**Relative energy (zero: lowest compared OMol25 entry of this formula, charge and spin)**: 3.844 eV
**SMILES**: O=CC(=S)NO
**Gap between HOMO and LUMO**: 8.5621 eV
**HOMO energy**: -9.012 eV
**Energy**: -681.31806 Ha